Density functional theory data (ωB97M-V/def2-TZVPD) for a structure of composition C15H17Cl2LiN5S5Sb.

The total energy is -4014.90019 Eh. As for the gap between HOMO and LUMO: 4.9 eV. The molar mass is 627.278 g/mol. The energy above the lowest of the compared OMol25 structures with the same formula, charge and spin comes out at 0.0 kJ/mol. Its total charge is -2. The LUMO energy is 4.2 eV.

The geometry in XYZ format:
```
46
Properties=species:S:1:pos:R:3:nbo_charge:R:1
Li 0.862 -0.717 0.850 0.775
S -1.521 2.998 1.534 -1.037
Sb 0.399 1.944 2.355 0.874
S -0.306 -0.327 2.899 -1.140
S 1.297 1.518 0.051 -0.567
S 3.383 1.371 -0.008 -0.763
C 0.700 0.116 -3.331 -0.403
N -0.528 0.569 -2.710 -0.364
C -1.177 1.756 -2.988 -0.073
C -2.206 1.861 -2.135 -0.041
N -2.166 0.742 -1.314 -0.387
C -1.139 -0.073 -1.688 0.307
S -0.658 -1.570 -1.075 -0.376
C -3.014 0.622 -0.178 0.362
C -2.480 0.258 1.049 -0.212
C -3.339 0.223 2.127 -0.153
C -4.675 0.552 1.939 -0.273
C -5.088 0.921 0.672 0.002
N -4.277 0.958 -0.386 -0.461
H 0.957 0.825 -4.116 0.194
H 0.557 -0.881 -3.747 0.207
H 1.502 0.098 -2.592 0.253
H -0.814 2.435 -3.737 0.216
H -2.927 2.637 -1.967 0.244
H -1.424 0.070 1.190 0.271
H -2.936 -0.015 3.103 0.242
H -5.385 0.558 2.757 0.194
H -6.120 1.210 0.498 0.165
Cl 1.568 6.494 0.006 -0.105
C 1.217 4.771 -0.338 -0.389
Cl 0.871 4.537 -2.064 -0.074
H 0.333 4.468 0.225 0.279
H 2.096 4.185 -0.090 0.253
N 1.026 -3.360 2.474 -0.808
C 2.048 -3.366 1.582 0.405
C 2.888 -4.490 1.429 -0.327
C 3.894 -4.439 0.493 -0.157
C 4.075 -3.289 -0.271 -0.343
C 3.209 -2.233 -0.056 0.087
N 2.213 -2.270 0.832 -0.532
H 1.026 -4.057 3.196 0.369
H 0.600 -2.454 2.706 0.446
H 2.728 -5.370 2.040 0.193
H 4.547 -5.296 0.362 0.193
H 4.868 -3.207 -1.001 0.206
H 3.316 -1.285 -0.576 0.247
```